An isolated molecule of C3H4S2, computed with the ωB97M-V functional and the def2-TZVPD basis.

Last column: Mulliken charge in e.
Element x y z (Å)
H (-0.674135, 0.242304, 1.522336)  0.3095
H (-0.289326, -2.385866, -0.820823)  0.4393
S (0.633535, 1.301593, -0.168715)  -0.0145
S (1.924048, -1.490607, -1.956989)  -0.2525
C (-0.645021, 1.196920, 1.104256)  -0.8185
H (-0.693654, 2.095564, 1.615613)  0.3284
C (0.423023, -1.645905, -0.968149)  -0.1054
H (-1.604176, 1.152206, 0.550009)  0.2865
C (0.925705, -0.466210, -0.877538)  -0.1729

Forces on atoms 1 to 6 (eV/Å):
H 0.65 -1.09 1.82
H -1.03 -0.89 0.36
S 1.59 -1.92 -1.35
S 1.06 0.18 -0.65
C -1.78 -1.44 -3.89
H 0.54 1.32 1.62

Values from the calculation:
SMILES string ... CSC1=CS1


An isolated molecule of C3H4S2, computed with the ωB97M-V functional and the def2-TZVPD basis.

Last column: Mulliken charge in e.
Element x y z (Å)
C (0.282272, -0.511792, 0.018110)  0.5447
H (1.886734, 0.793878, 0.417136)  0.3803
S (1.049395, -1.967245, -0.006929)  -0.1820
C (-1.195305, -0.545674, -0.162031)  -0.5159
H (0.292322, 1.521232, 0.689045)  0.3363
S (-2.731006, 0.246997, 0.157644)  -0.1352
H (0.846918, 1.154179, -0.935768)  0.2907
H (-1.355220, -1.565865, -0.302692)  0.3436
C (0.923892, 0.874288, 0.125482)  -1.0626

Forces on atoms 1 to 6 (eV/Å):
C 0.23 1.44 0.29
H 3.06 0.09 1.02
S -0.41 1.21 0.11
C -3.24 0.63 1.54
H -0.29 0.56 0.53
S 4.33 -0.87 -0.76

Values from the calculation:
SMILES string ... CC(=S)C=S


An isolated molecule of C3H4S2, computed with the ωB97M-V functional and the def2-TZVPD basis.

Last column: Mulliken charge in e.
Element x y z (Å)
H (-1.674450, -1.745745, -0.447937)  0.1152
C (-0.090797, -0.051628, 0.058269)  0.2465
S (-1.617987, -0.564502, -0.815989)  -0.2139
S (0.951706, -1.607911, 0.378923)  -0.2797
H (1.608092, -1.756095, -0.848315)  0.1519
H (-0.679719, 1.444466, 1.700787)  0.3966
H (1.050394, 1.943046, -0.790675)  0.3609
C (-0.111629, 1.104316, 0.949583)  -0.3390
C (0.564391, 1.234053, -0.184645)  -0.4384

Forces on atoms 1 to 6 (eV/Å):
H 0.09 -3.21 1.13
C 0.78 -2.06 -0.69
S 0.02 3.85 -1.30
S 0.29 0.54 -0.56
H -0.86 0.45 1.04
H -1.44 1.34 2.78

Values from the calculation:
SMILES string ... SC1(S)C=C1


C3H4S2 as an isolated structure, computed with the ωB97M-V functional and the def2-TZVPD basis.

Last column: Mulliken charge in e.
Element x y z (Å)
S (-1.486225, -0.237804, -0.408650)  -0.1658
C (0.869187, 0.950365, -0.118738)  -0.0707
H (-0.525460, -2.188255, -0.399769)  0.2904
H (-0.722513, 2.162850, 0.271889)  0.3852
C (-0.490330, 1.153855, -0.020736)  -0.4291
C (-0.341793, -1.309112, 0.146808)  -0.4072
H (1.795241, 1.772591, -0.364654)  0.2295
S (1.241177, -0.636766, -0.355263)  -0.1324
H (-0.339286, -1.667720, 1.249114)  0.3000

Forces on atoms 1 to 6 (eV/Å):
S -2.63 2.93 -0.17
C -0.29 3.58 -0.85
H 0.17 -1.39 -0.79
H -1.19 0.05 -0.32
C 2.80 1.43 0.15
C 2.06 -2.34 2.70


A 2-piece molecular cluster, C3H4Si overall, computed with the ωB97M-V functional and the def2-TZVPD basis.

Last column: Mulliken charge in e.
Element x y z (Å)
C (2.182655, -0.865529, -0.679809)  -0.4155
H (-0.973641, -1.291314, 0.025345)  0.2849
H (2.644570, -1.792835, -0.319526)  0.3066
C (-1.759354, -0.529515, 0.052856)  -0.2917
C (-2.162318, 0.604236, 0.127962)  -0.3334
Si (1.670936, 0.633900, -0.098053)  0.1263
H (-2.887376, 1.275103, 0.420996)  0.3284
H (1.284531, 1.965955, 0.470228)  -0.0056

Forces on atoms 1 to 6 (eV/Å):
C -0.94 3.08 1.72
H -1.04 0.25 -0.16
H -0.31 0.46 -0.62
C 2.15 -0.17 -0.11
C -0.28 -1.65 0.15
Si 1.23 -3.11 -0.26

Values from the calculation:
SMILES string ... C#[SiH].C#C


A 23-piece molecular cluster, C3H52BBrO22 overall, computed with the ωB97M-V functional and the def2-TZVPD basis.

Last column: Mulliken charge in e.
Element x y z (Å)
H (7.509905, 2.512095, -1.107352)  0.3486
H (-1.507036, -2.461581, 0.640977)  0.3286
H (-2.696139, 2.926236, -0.453708)  0.2840
H (-1.818394, 2.086728, 2.272260)  0.3102
H (0.784909, -1.357323, -0.140492)  -0.1532
C (2.490818, 0.372608, -0.601676)  -0.1143
O (7.170158, 1.654711, -0.817962)  -0.6226
H (-3.157104, -1.510991, 1.835335)  0.2685
H (1.814337, 3.306809, 1.026355)  0.3496
H (5.594165, -2.541302, 2.841214)  0.2905
H (3.461191, 1.523969, 3.658138)  0.3436
O (-0.606428, -0.469365, -4.429771)  -0.5739
H (-2.375199, -1.820671, -0.431450)  0.3117
B (1.798948, -1.055272, -0.659925)  0.3933
H (2.339902, -1.909695, -1.298028)  -0.0774
H (0.092007, -3.906774, -0.747681)  0.3210
O (-9.676157, -4.078150, -0.589589)  -0.6388
H (3.621126, -0.789362, 2.281532)  0.4456
H (-5.534432, -4.074262, 3.931758)  0.3443
H (2.447180, 3.371101, -2.235931)  0.2989
H (-4.451937, 2.980751, -3.237672)  0.3310
H (7.971692, 4.287333, -3.492722)  0.2864
O (-1.531568, -1.720969, 0.020133)  -0.6785
H (2.366598, 1.038195, 1.478922)  0.4316
O (0.384345, -4.031582, 0.158126)  -0.6151
H (5.349227, -2.194067, 4.294991)  0.2979
H (6.640232, 4.069673, -2.808781)  0.3650
H (4.833111, -4.292513, 1.818649)  0.3340
H (3.425848, 3.809496, 4.095536)  0.3386
O (5.135741, 3.888613, -4.253650)  -0.6190
O (-3.476141, -2.362058, 2.149148)  -0.5752
H (0.430514, 3.131914, 1.619550)  0.2832
O (3.228917, 1.872539, 4.525438)  -0.6723
O (7.591947, 4.029596, -2.651133)  -0.6362
O (-6.965460, -3.334391, -2.005494)  -0.6155
H (-9.289734, -3.329835, -0.120258)  0.2840
O (-6.184111, -2.860020, 2.034047)  -0.6427
H (2.939336, 1.104101, 5.022157)  0.3147
O (4.994201, -2.717613, 3.572026)  -0.6331
O (-5.143700, -4.412583, 4.743628)  -0.6216
H (-9.516980, -1.429303, 0.066462)  0.3227
H (1.334728, -3.894677, 0.117346)  0.2963
H (6.266710, 1.664057, -1.136599)  0.2334
H (5.922052, -4.094751, 0.774971)  0.2933
O (1.365571, 3.044038, 1.836072)  -0.6154
H (2.582045, 4.463906, 3.017494)  0.3131
H (-5.039053, -5.352733, 4.583406)  0.3092
H (-7.457290, -2.672432, -1.512395)  0.3095
O (-1.688884, 2.911408, 1.793535)  -0.6379
H (3.752350, 1.600340, 0.601126)  0.4236
H (4.702605, 4.245488, -5.032358)  0.2882
O (-2.902790, 3.090189, -1.378056)  -0.6402
H (5.245043, 2.954206, -4.451609)  0.3204
H (-7.103880, -4.144019, -1.505577)  0.3356
H (-2.214364, 3.555194, 2.278213)  0.2962
O (-5.045431, 2.746968, -3.961665)  -0.6483
C (4.027548, -0.378392, 1.358330)  -1.6324
H (-2.345484, 2.465794, -1.858322)  0.4207
H (-8.205150, -0.669659, 0.170300)  0.3068
H (-0.471714, -1.398326, -4.631229)  0.2843
H (4.979110, 0.085896, 1.631804)  0.4582
H (-7.050274, -2.674113, 1.654055)  0.2578
H (0.938310, 3.439035, -2.393196)  0.3036
H (-0.415591, 0.968758, -2.989880)  0.3621
O (3.413170, 4.564413, 3.492451)  -0.6416
H (-4.282934, -2.149770, 2.629075)  0.3248
H (-0.840731, 0.541306, -1.594498)  0.2011
O (-8.626343, -1.496249, 0.430510)  -0.6409
H (4.274769, -1.184909, 0.667716)  0.4465
H (-5.805079, -3.523098, 1.448580)  0.3339
C (3.117430, 0.724763, 0.762746)  -0.3896
O (4.997714, -4.337929, 0.869968)  -0.6161
O (-0.605135, 1.320599, -2.108478)  -0.5910
H (1.705872, 1.113333, -0.786938)  0.0830
H (-9.757416, -3.770818, -1.497345)  0.3475
H (-4.513291, 2.870285, -4.750184)  0.3035
H (-1.051822, -0.119748, -5.206416)  0.2687
O (1.760226, 3.641697, -2.853035)  -0.6196
Br (3.875254, 0.533097, -2.014584)  -0.1867

Forces on atoms 1 to 6 (eV/Å):
H 0.18 -0.06 -0.11
H 0.21 -0.05 -0.04
H 0.08 0.05 0.17
H 0.06 -0.09 0.01
H -0.07 0.44 0.27
C -0.64 -0.34 0.66


C3H5AlO2 as an isolated structure, computed with the ωB97M-V functional and the def2-TZVPD basis.

Last column: Mulliken charge in e.
Element x y z (Å)
H (-0.798299, 0.774583, 2.767603)  0.2843
O (-0.031640, 0.085518, 0.971799)  -0.0857
H (-1.629599, -0.626846, 2.026813)  0.3118
C (1.270885, -0.520712, -1.506553)  -0.3232
Al (0.026831, -1.027803, -0.277393)  0.6201
C (-1.149833, 0.337685, 1.825315)  -0.4815
H (0.600857, 0.917237, 0.753923)  0.5320
H (-1.866558, 1.008831, 1.337325)  0.3525
H (2.254118, -1.003852, -1.471358)  0.4413
C (0.866699, -0.136192, -2.691035)  0.4755
O (0.456540, 0.191550, -3.736438)  -0.1270

Forces on atoms 1 to 6 (eV/Å):
H -0.06 -0.21 -0.30
O 2.42 3.07 -0.21
H 0.17 0.12 0.03
C 0.99 -1.03 1.33
Al 0.54 -1.25 -1.42
C -2.00 0.80 1.97

Values from the calculation:
Net charge ... +2


An isolated molecule of C3H5Br, computed with the ωB97M-V functional and the def2-TZVPD basis.

Last column: Mulliken charge in e.
Element x y z (Å)
C (0.173241, -0.755126, -0.532853)  0.1469
Br (2.348973, -2.444536, -1.355134)  -0.1465
H (2.273366, -0.117826, -0.354044)  0.3184
C (-0.396279, 0.246624, 0.323147)  -1.1172
C (1.526155, -0.911516, -0.676540)  -0.4449
H (0.231568, 0.340839, 1.201385)  0.3180
H (-0.625449, 1.197792, -0.292611)  0.2437
H (-1.336495, -0.007359, 0.673597)  0.3753
H (-0.703184, -1.220689, -1.005005)  0.3063

Forces on atoms 1 to 6 (eV/Å):
C 1.72 -1.08 -1.32
Br 0.07 -0.16 -0.50
H -1.23 -1.28 0.00
C 0.86 3.44 -0.32
C -1.72 1.13 0.53
H 0.10 1.00 0.07

Values from the calculation:
SMILES string ... C/C=C/Br


C3H5Br2NO2 as an isolated structure, computed with the ωB97M-V functional and the def2-TZVPD basis.

Last column: Mulliken charge in e.
Element x y z (Å)
H (1.739910, 0.993261, 1.240471)  0.2925
C (-0.384224, 0.891407, 0.670755)  -0.1869
N (-2.319097, -0.286874, -1.444707)  0.7591
H (1.521539, 1.208365, -0.360010)  0.4433
C (1.423757, -0.870239, 0.197416)  -1.0936
Br (-1.188718, 2.474955, 0.439374)  -0.0196
C (1.081053, 0.683633, 0.404373)  -0.3197
Br (-1.295623, -0.355533, 1.905431)  -0.0811
O (-2.040765, -0.320923, -2.593485)  -0.4228
H (2.473199, -0.782251, -0.148316)  0.3337
H (0.883103, -1.295470, -0.610373)  0.3209
H (1.342232, -1.596127, 1.117048)  0.3184
O (-3.236370, -0.744198, -0.817972)  -0.3442

Forces on atoms 1 to 6 (eV/Å):
H -0.65 -0.01 0.26
C 0.56 -2.02 0.63
N -0.99 -0.61 0.61
H 0.12 1.39 -2.39
C 1.21 0.76 1.51
Br -0.61 1.44 -0.16


A 2-piece molecular cluster, C3H5Br2P overall, computed with the ωB97M-V functional and the def2-TZVPD basis.

Last column: Mulliken charge in e.
Element x y z (Å)
H (2.202066, -0.028459, -0.104045)  0.2496
C (1.525947, -0.374623, 0.717732)  -0.7775
C (0.224095, -0.466453, 0.037421)  0.2674
H (-0.166184, -2.071909, -1.301860)  0.2732
Br (-1.527038, 2.074896, -1.502619)  -0.1049
P (-1.155391, 2.138976, 0.627204)  0.1807
Br (-3.043244, 1.257663, 1.537978)  -0.1425
H (1.960381, -1.365800, 0.987168)  0.3142
H (-1.251464, -0.612738, -1.587449)  0.0622
H (1.568020, 0.488565, 1.554404)  0.2255
C (-0.337188, -1.040119, -0.965934)  -0.5478

Forces on atoms 1 to 6 (eV/Å):
H -0.29 0.01 0.76
C 0.93 1.65 0.55
C 0.25 1.44 0.38
H 0.52 0.25 0.18
Br -0.42 0.31 -0.65
P 0.12 -1.25 0.55


An isolated molecule of C3H5Br2P, computed with the ωB97M-V functional and the def2-TZVPD basis.

Last column: Mulliken charge in e.
Element x y z (Å)
C (0.085112, -0.244541, -0.679564)  0.1112
Br (2.411135, 1.968092, -1.250745)  -0.2071
H (-1.410409, -1.232848, -1.998083)  0.2946
H (-0.515396, 1.674475, 1.615750)  0.3715
C (0.189887, 0.902696, 1.623557)  -0.7535
P (1.180790, 0.665424, 0.225729)  0.4401
C (-1.270815, -0.765508, -0.949379)  -0.8532
H (-0.079072, -0.112134, 1.945591)  0.3085
H (-2.141914, -0.085246, -0.808497)  0.2709
H (-1.397006, -1.707161, -0.393405)  0.2833
Br (2.947693, -1.063245, 0.669041)  -0.2662

Forces on atoms 1 to 6 (eV/Å):
C 0.12 2.52 2.09
Br -0.49 -0.30 1.31
H 0.66 1.23 1.10
H -0.79 1.15 0.11
C 1.16 -1.98 -1.50
P -0.44 -3.33 -2.83


C3H5Br3O2 as an isolated structure, computed with the ωB97M-V functional and the def2-TZVPD basis.

Last column: Mulliken spin population.
Element x y z (Å)
C (-1.255395, -0.050925, -0.494928)  0.7425
H (1.131942, 1.624939, 0.355398)  -0.0073
C (0.125690, -0.371032, -0.095370)  0.0203
Br (-2.674241, -1.029261, 0.294886)  0.0716
H (0.311370, -0.295669, 1.851270)  -0.0122
Br (-0.794987, 1.655512, 2.871613)  0.9978
O (0.540781, -1.372583, -1.100104)  0.0756
H (0.952211, 1.102806, -1.223650)  -0.0022
Br (-1.783748, 0.887785, -1.975002)  0.0768
H (2.037953, 0.305608, -0.351070)  0.0021
C (1.155587, 0.765242, -0.265580)  0.0324
H (0.037448, -2.154005, -1.028447)  -0.0067
O (0.215390, -1.068417, 1.160982)  0.0093

Forces on atoms 1 to 6 (eV/Å):
C -1.76 0.01 1.27
H -0.22 0.31 1.07
C 1.49 -2.03 -0.37
Br 0.38 0.13 0.00
H -0.27 -2.34 -1.62
Br -0.12 0.07 0.07

Values from the calculation:
<S²> ... 2.008
2S+1 ... 3


no.,strongest force on any atom (eV/A),E_tot (eV)
1,4.51,-24842.592
2,4.48,-24843.779
3,4.79,-24842.892
4,4.12,-24844.175
5,3.65,-11045.408
6,1.10,-119718.478
7,6.92,-13862.115
8,3.56,-73233.004
9,4.61,-148856.371
10,3.40,-152562.864
11,4.39,-152560.589
12,3.99,-217410.925